one | Density functional theory data (wB97M-V/def2-TZVPD) for 2 unconnected molecules or ions with the total composition C5H14N2S.

SMILES: C/N=C\N.CCSC
Spin multiplicity: 1
Kohn-Sham gap (eV): 9.187

CARTESIAN COORDINATES (ANGSTROEM)
C1 -1.508 -0.847 1.393
N1 -1.621 1.942 1.823
C2 -2.778 1.106 1.640
N2 -2.764 -0.147 1.697
H1 -1.280 -0.783 0.333
H2 -1.610 -1.891 1.677
H3 -0.685 -0.413 1.960
H4 -1.642 2.757 1.219
H5 -1.577 2.259 2.784
H6 -3.719 1.652 1.535
C3 1.528 -1.581 -2.984
C4 1.506 -0.462 -1.953
S1 1.712 -1.109 -0.284
C5 1.732 0.436 0.630
H7 1.382 -1.134 -3.968
H8 0.722 -2.296 -2.819
H9 2.478 -2.112 -2.990
H10 0.598 0.137 -2.042
H11 2.361 0.194 -2.136
H12 2.560 1.069 0.314
H13 0.800 0.982 0.473
H14 1.806 0.241 1.697

natural (NBO) atomic charge list, values in e, 5 entries:
1 C -0.452
2 N -0.905
3 C 0.268
4 N -0.411
5 H 0.210

---

two | Density functional theory data (wB97M-V/def2-TZVPD) for C5H14N2S in the gas phase.

SMILES: C[C@@H](N)CNCCS
Spin multiplicity: 1
Kohn-Sham gap (eV): 9.454

CARTESIAN COORDINATES (ANGSTROEM)
C1 -0.025 -0.331 -0.093
N1 1.185 0.441 0.055
C2 1.453 0.982 1.369
C3 0.383 1.954 1.937
S1 -0.898 1.200 2.973
C4 -0.125 -0.958 -1.474
N2 -0.652 0.073 -2.403
C5 -0.936 -2.245 -1.466
H1 -0.928 0.286 0.051
H2 -0.082 -1.079 0.703
H3 1.255 1.170 -0.640
H4 2.334 1.605 1.253
H5 1.634 0.194 2.091
H6 0.822 2.814 2.424
H7 -0.136 2.433 1.097
H8 -0.119 0.244 3.495
H9 0.867 -1.168 -1.855
H10 -1.454 0.536 -1.979
H11 -1.045 -0.386 -3.224
H12 -1.750 -2.227 -0.725
H13 -0.357 -3.119 -1.166
H14 -1.427 -2.418 -2.422

natural (NBO) atomic charge list, values in e, 5 entries:
1 C -0.217
2 N -0.621
3 C -0.214
4 C -0.549
5 S -0.042

---

Energy comparison, zero being the most stable, in kcal/mol: one 13.8; two 0.0.

---

one | Density functional theory data (wB97M-V/def2-TZVPD) for 2 unconnected molecules or ions with the total composition C5H14N2S.

Spin multiplicity: 1
Kohn-Sham gap (eV): 5.321

CARTESIAN COORDINATES (ANGSTROEM)
C1 -0.650 -0.212 -0.569
N1 -0.114 0.909 0.196
C2 -0.653 2.206 -0.189
C3 0.196 3.386 0.179
S1 2.430 2.485 -1.686
C4 0.136 -1.496 -0.305
N2 -0.634 -2.502 0.481
C5 0.145 -3.628 0.938
H1 -0.627 -0.090 -1.654
H2 -1.736 -0.404 -0.360
H3 0.869 0.966 -0.072
H4 -0.794 2.326 -1.281
H5 -1.685 2.275 0.273
H6 -0.241 4.323 -0.121
H7 1.216 3.289 -0.369
H8 0.703 3.566 1.124
H9 1.096 -1.421 0.225
H10 0.368 -2.057 -1.199
H11 -1.177 -2.023 1.190
H12 1.071 -3.763 0.326
H13 -0.456 -4.535 0.890
H14 0.536 -3.601 1.984

natural (NBO) atomic charge list, values in e, 5 entries:
1 C -0.240
2 N -0.613
3 C -0.243
4 C -0.468
5 S -0.195

---

two | Density functional theory data (wB97M-V/def2-TZVPD) for 3 unconnected molecules or ions with the total composition C5H14N2S.

Spin multiplicity: 1
Kohn-Sham gap (eV): 6.228

CARTESIAN COORDINATES (ANGSTROEM)
C1 1.664 2.077 0.250
C2 1.340 2.490 -1.208
S1 0.135 1.368 -1.963
N1 1.993 0.668 0.497
H1 0.738 2.274 0.805
H2 2.484 2.698 0.615
H3 2.263 2.485 -1.800
H4 0.873 3.473 -1.120
H5 2.941 0.498 0.178
H6 1.402 0.163 -0.169
C3 -0.366 -3.025 -0.291
C4 -0.956 -1.696 0.049
C5 -1.870 -1.535 1.006
N2 -2.480 -0.322 1.364
H7 -0.638 -3.789 0.450
H8 -0.680 -3.395 -1.268
H9 0.729 -2.977 -0.341
H10 -0.755 -0.862 -0.619
H11 -2.192 -2.409 1.560
H12 -0.980 1.803 -0.180
H13 -2.162 0.374 0.698
H14 -3.482 -0.361 1.487

natural (NBO) atomic charge list, values in e, 5 entries:
1 C -0.219
2 C -0.576
3 S 0.034
4 N -0.815
5 H 0.188

---

three | Density functional theory data (wB97M-V/def2-TZVPD) for 2 unconnected molecules or ions with the total composition C5H14N2S.

Spin multiplicity: 1
Kohn-Sham gap (eV): 5.452

CARTESIAN COORDINATES (ANGSTROEM)
C1 -0.960 -0.552 1.717
N1 -0.262 0.576 1.263
C2 0.253 0.637 0.013
C3 1.251 1.799 -0.061
S1 0.761 -2.021 -1.553
C4 -0.940 0.779 -1.021
N2 -0.356 0.870 -2.327
C5 -0.063 -1.806 1.880
H1 -1.361 -0.297 2.687
H2 -1.765 -0.809 1.014
H3 2.151 1.536 -0.604
H4 0.733 -0.369 -0.248
H5 0.809 2.667 -0.529
H6 1.509 2.076 0.965
H7 1.940 -1.409 -1.761
H8 -1.551 -0.124 -0.868
H9 -1.515 1.681 -0.836
H10 -1.063 1.152 -2.982
H11 -0.014 -0.060 -2.559
H12 0.720 -1.589 2.609
H13 0.401 -2.126 0.959
H14 -0.679 -2.613 2.243

natural (NBO) atomic charge list, values in e, 5 entries:
1 C -0.290
2 N -0.101
3 C -0.152
4 C -0.616
5 S -0.566

---

Energy comparison, zero being the most stable, in kcal/mol: one 22.2; two 0.0; three 11.3.